Entry 1:
{
  "formula": "C2H3ClFN",
  "method": "the ωB97M-V functional and the def2-TZVPD basis",
  "species": ["Cl", "F", "N", "C", "C", "H", "H", "H"],
  "coordinates": [[-1.1011, 0.1379, 2.6055], [-0.6309, 2.1422, 1.4941], [0.0591, 0.2509, -1.1300], [0.1797, -0.9685, -1.0807], [0.0394, 0.9764, 1.7700], [-0.5106, -1.6253, -0.6107], [0.8349, 0.6456, -1.5462], [1.1295, -1.5593, -1.5020]],
  "total_charge": 0,
  "lumo_ev": -0.31,
  "de_lowest_kcal_mol": 71.8,
  "homo_ha": -0.369,
  "orbital_gap_ev": 9.74
}

=====

Entry 2:
{
  "formula": "C2H5PS",
  "method": "the ωB97M-V functional and the def2-TZVPD basis",
  "species": ["S", "P", "C", "C", "H", "H", "H", "H", "H"],
  "coordinates": [[2.4090, -0.0540, -1.4378], [-0.2242, -0.1438, 0.1227], [-1.1945, -0.2074, 1.5610], [1.0525, 0.7519, -1.5527], [-1.0080, -0.8929, -0.7832], [0.7541, -0.9411, 0.6095], [0.9359, 1.2914, -2.5793], [-2.2258, 0.2369, 1.7129], [-0.4990, -0.0409, 2.3469]],
  "total_charge": 0,
  "lumo_ev": -0.21,
  "de_lowest_kcal_mol": 86.7,
  "homo_ha": -0.279,
  "orbital_gap_ev": 7.39
}

=====

Entry 3:
{
  "formula": "C6H36NO11",
  "method": "the ωB97M-V functional and the def2-TZVPD basis",
  "species": ["O", "O", "O", "O", "O", "O", "O", "O", "O", "O", "O", "N", "C", "C", "C", "C", "C", "C", "H", "H", "H", "H", "H", "H", "H", "H", "H", "H", "H", "H", "H", "H", "H", "H", "H", "H", "H", "H", "H", "H", "H", "H", "H", "H", "H", "H", "H", "H", "H", "H", "H", "H", "H", "H"],
  "coordinates": [[-2.5677, 1.8090, 1.9062], [2.4587, 0.5433, -3.5779], [1.4831, -4.8830, 0.4281], [0.3952, -2.4629, 3.7270], [-1.0502, 3.5886, 0.0620], [1.8870, 0.5749, 3.3443], [-1.2298, 2.3972, -2.7951], [1.3704, 2.7141, 1.7293], [3.8716, -1.0685, 1.7938], [1.1096, 2.5311, -1.6068], [3.1953, -2.1904, -0.6084], [-0.3412, 0.0775, 1.8950], [-2.8803, -0.9000, -0.7702], [-0.8563, -0.1952, 0.5759], [-2.5777, -0.3311, -1.9264], [-0.0631, -1.0218, -0.3602], [-2.3227, -0.7660, 0.6417], [-3.3734, -0.6040, -3.0963], [3.8664, -2.2646, -1.3806], [-0.3882, -0.7130, 2.5119], [-1.1525, 0.8494, 0.1370], [-1.4877, 3.3910, -0.6612], [-2.9289, -0.9338, -4.0833], [3.3599, 0.3800, -3.2809], [1.9199, 1.5048, 2.8675], [0.6656, 0.3018, 1.7434], [1.3127, 2.1859, 0.9658], [3.5550, -1.4615, 0.9539], [1.0220, 3.5068, -1.7138], [-3.7088, -1.6235, -0.8128], [1.2410, -2.4179, 3.5073], [0.6665, 3.4578, 1.6098], [-1.1416, 4.5645, 0.2352], [0.7965, -0.4153, -0.6393], [0.2977, -3.3124, 4.2458], [2.2984, -0.3720, -3.6578], [-0.5732, -0.9036, -1.3296], [-1.0965, 2.4782, -3.7337], [1.7248, 2.3031, -2.3087], [2.5867, -2.8985, -0.8500], [0.7926, -5.2235, 1.0709], [2.2841, -4.8944, 0.8964], [-0.2704, 2.3153, -2.5066], [-2.4940, -1.7314, 1.1334], [-4.1659, -1.3385, -2.8945], [-3.8145, 0.3072, -3.4617], [-3.2711, 1.9495, 2.4838], [-2.4338, 2.3860, 1.2566], [-3.0491, -0.0774, 1.2165], [2.8457, 0.3338, 3.1653], [4.6724, -0.7491, 1.5428], [-0.7469, 0.8466, 2.4155], [0.2276, -2.0802, -0.0099], [-1.9212, 0.5363, -1.9962]],
  "total_charge": 0,
  "lumo_ev": [-0.09, -0.09],
  "de_lowest_kcal_mol": 83.4,
  "s_squared": 0.7507,
  "homo_ha": [-0.083, -0.329],
  "spin_multiplicity": 2,
  "orbital_gap_ev": [2.18, 8.85]
}

=====

Entry 4:
{
  "formula": "C4H6N2O",
  "method": "the ωB97M-V functional and the def2-TZVPD basis",
  "species": ["O", "N", "N", "C", "C", "C", "C", "H", "H", "H", "H", "H", "H"],
  "coordinates": [[0.6070, 1.6031, 0.8937], [-0.6863, -1.2059, -0.5207], [0.3939, -0.2628, -0.2811], [1.6670, 0.7217, -0.9803], [-1.3147, 0.0970, 1.2113], [-0.0541, 0.5891, 0.6796], [-1.6217, -1.0045, 0.4978], [-1.8834, 0.5998, 1.9790], [1.4495, 1.7983, -1.1641], [1.8545, 0.1902, -1.8884], [-2.4836, -1.6704, 0.6112], [2.5288, 0.7143, -0.2876], [-0.4569, -2.1698, -0.7504]],
  "total_charge": 0,
  "lumo_ev": 0.78,
  "de_lowest_kcal_mol": 79.3,
  "smiles": "Cn1[nH]ccc1=O",
  "homo_ha": -0.310,
  "orbital_gap_ev": 9.22
}

=====

Entry 5:
{
  "formula": "C25H38Cl2O2S",
  "method": "the ωB97M-V functional and the def2-TZVPD basis",
  "species": ["Cl", "Cl", "S", "O", "O", "C", "C", "C", "C", "C", "C", "C", "C", "C", "C", "C", "C", "C", "C", "C", "C", "C", "C", "C", "C", "C", "C", "C", "C", "C", "H", "H", "H", "H", "H", "H", "H", "H", "H", "H", "H", "H", "H", "H", "H", "H", "H", "H", "H", "H", "H", "H", "H", "H", "H", "H", "H", "H", "H", "H", "H", "H", "H", "H", "H", "H", "H", "H"],
  "coordinates": [[2.7955, 6.3464, -4.6266], [3.6011, 3.3430, -4.1433], [-3.1735, 0.1025, -3.9640], [-4.5228, 4.9209, -1.9543], [-1.6902, 2.6788, -5.6052], [0.4429, -2.3381, -1.6111], [1.3158, -0.7286, 6.3705], [-0.2484, -0.6952, 4.3633], [-0.3008, -3.5973, -2.0638], [-0.9804, -3.1525, 4.6548], [-2.0437, 4.6480, -2.3342], [-0.4020, -1.4420, -0.7149], [1.1809, -0.9115, 4.8643], [-1.2015, 3.9424, -3.4649], [-3.0030, 1.9176, -3.5842], [-0.9516, -3.4925, 3.1709], [-1.2841, -1.6759, 4.9206], [-3.5757, 4.1457, -2.2346], [0.0507, 6.0748, -1.5725], [0.2855, 4.3251, -3.6455], [3.4366, 4.4394, -2.6689], [2.9728, 3.5004, -1.4491], [-0.7189, -4.5390, -0.9314], [2.4669, 5.7143, -2.9116], [-1.4503, 5.7113, -1.3649], [1.4496, -5.8661, -0.8210], [-1.9185, 2.8202, -4.3787], [0.4279, -5.0389, -0.0513], [-3.7777, 2.5774, -2.5745], [0.9145, 5.3876, -2.6920], [0.8623, 3.7773, -4.4730], [-1.9122, -3.2634, 2.7012], [0.9754, -6.7402, -1.2756], [-1.2325, -5.4014, -1.3711], [0.5577, 6.8367, -0.8819], [-1.3105, -1.1207, -1.2326], [1.8385, -0.1915, 4.3645], [-4.5402, 1.9291, -2.0018], [1.9287, -5.2843, -1.6109], [-1.3877, -1.5268, 6.0005], [0.7080, -1.4489, 6.9215], [-0.2494, -0.7430, 3.2690], [1.3723, -2.6028, -1.0988], [-1.4602, -4.0425, -0.2960], [-2.2625, -1.4305, 4.4912], [0.7349, -1.7682, -2.5004], [2.7958, 6.5173, -2.1479], [-2.0805, 6.1865, -0.5267], [0.0086, -5.6584, 0.7493], [1.0097, 0.2787, 6.6663], [-1.1983, -3.3010, -2.6198], [-0.0327, -3.4405, 5.1188], [-1.7546, -3.7590, 5.1376], [-0.7531, -4.5584, 3.0332], [-0.6919, -1.9493, 0.2081], [3.6725, 2.5808, -1.3904], [1.5430, -1.9035, 4.5797], [0.1632, -0.5486, -0.4367], [-0.5647, 0.3227, 4.6179], [2.2354, -6.2187, -0.1476], [1.9100, 3.0897, -1.5737], [3.1003, 4.0463, -0.4376], [-0.1693, -2.9410, 2.6437], [-2.0166, -0.4623, -3.3926], [2.3555, -0.8706, 6.6772], [0.9284, -4.2009, 0.4421], [0.3268, -4.1386, -2.7794], [4.4923, 4.8313, -2.4088]],
  "total_charge": 0,
  "lumo_ev": -1.47,
  "smiles": "C[C@@H](Cl)[C@@H](Cl)c1ccc2c(c1)C(=O)C(S)=CC2=O.CCCCCC.CCCCCC",
  "homo_ha": -0.349,
  "orbital_gap_ev": 8.02
}

=====

Entry 6:
{
  "formula": "C5H8",
  "method": "the ωB97M-V functional and the def2-TZVPD basis",
  "species": ["C", "C", "C", "C", "C", "H", "H", "H", "H", "H", "H", "H", "H"],
  "coordinates": [[-0.3922, 0.0867, -1.0445], [0.3888, -0.7342, 1.0408], [1.4197, 0.0943, 0.8534], [-0.7310, -0.9016, 0.0305], [-0.8672, 1.3208, -0.9314], [0.4822, -1.5035, 1.8021], [1.3865, 0.9651, 0.2078], [2.3904, -0.1364, 1.2627], [0.4499, -0.1741, -1.6881], [-0.4326, 2.1945, -1.4075], [-0.6583, -1.9566, -0.2790], [-1.7604, -0.7435, 0.3736], [-1.6755, 1.4840, -0.2206]],
  "total_charge": 0,
  "lumo_ev": 1.26,
  "de_lowest_kcal_mol": 34.7,
  "smiles": "C=CCC=C",
  "homo_ha": -0.347,
  "orbital_gap_ev": 10.71
}

=====

Entry 7:
{
  "formula": "C14H8N2O6",
  "method": "the ωB97M-V functional and the def2-TZVPD basis",
  "species": ["O", "O", "O", "O", "O", "O", "N", "N", "C", "C", "C", "C", "C", "C", "C", "C", "C", "C", "C", "C", "C", "C", "H", "H", "H", "H", "H", "H", "H", "H"],
  "coordinates": [[0.5604, 3.6977, 2.7603], [-3.4250, -1.4475, 5.3809], [-1.9846, -1.0274, 2.9132], [0.3323, 4.6844, 0.6651], [-3.1952, -3.5756, 5.0911], [1.6652, 2.7535, -0.9351], [0.9342, 1.9590, -0.3757], [-3.0764, -2.4376, 4.7410], [0.6979, 0.7464, -0.9619], [-1.6414, -3.2839, 2.7048], [-0.4912, -0.0422, 1.0160], [-2.2878, -2.2839, 3.4958], [-0.2629, 1.1832, 1.4505], [0.4227, 2.2493, 0.7987], [-0.9512, -2.5023, 1.6964], [1.4682, 0.3679, -2.0972], [-1.1839, -1.1729, 1.8164], [1.2955, -0.8939, -2.7042], [0.2863, -1.7632, -2.2585], [0.4626, 3.6469, 1.3994], [-0.4123, -1.3797, -1.0864], [-0.1428, -0.2187, -0.3369], [-0.6331, 1.2949, 2.4609], [2.2530, 0.9809, -2.4886], [-0.2310, -2.9665, 0.9543], [-1.1133, -2.0204, -0.7088], [-1.6829, -4.3869, 2.8947], [1.7325, -1.2128, -3.6505], [0.8484, 4.6342, 2.9395], [0.0157, -2.5503, -2.8231]],
  "total_charge": 0,
  "lumo_ev": -1.22,
  "de_lowest_kcal_mol": 13.6,
  "smiles": "O=C(O)c1cc(-c2ccc([N+](=O)[O-])o2)c2ccccc2[n+]1[O-]",
  "homo_ha": -0.314,
  "orbital_gap_ev": 7.33
}

=====

Entry 8:
{
  "formula": "C42H88F4I3N6O4PS",
  "method": "the ωB97M-V functional and the def2-TZVPD basis",
  "species": ["I", "I", "I", "S", "P", "F", "F", "F", "F", "O", "O", "O", "O", "N", "N", "N", "N", "N", "N", "C", "C", "C", "C", "C", "C", "C", "C", "C", "C", "C", "C", "C", "C", "C", "C", "C", "C", "C", "C", "C", "C", "C", "C", "C", "C", "C", "C", "C", "C", "C", "C", "C", "C", "C", "C", "C", "C", "C", "C", "C", "C", "H", "H", "H", "H", "H", "H", "H", "H", "H", "H", "H", "H", "H", "H", "H", "H", "H", "H", "H", "H", "H", "H", "H", "H", "H", "H", "H", "H", "H", "H", "H", "H", "H", "H", "H", "H", "H", "H", "H", "H", "H", "H", "H", "H", "H", "H", "H", "H", "H", "H", "H", "H", "H", "H", "H", "H", "H", "H", "H", "H", "H", "H", "H", "H", "H", "H", "H", "H", "H", "H", "H", "H", "H", "H", "H", "H", "H", "H", "H", "H", "H", "H", "H", "H", "H", "H", "H", "H"],
  "coordinates": [[-0.1702, 2.4567, -2.2713], [-6.4020, 5.4966, 2.8024], [1.0396, 1.0631, 1.0591], [-5.0054, -0.3727, 0.1548], [-4.1364, 1.0606, -0.8558], [-1.7750, 2.0645, 2.9822], [-3.9511, 0.2172, 3.4098], [-4.0978, 2.3745, 3.8912], [-2.3354, 0.5474, 1.4913], [-3.4894, 3.3347, -3.3844], [-1.7347, 5.9900, 2.5522], [-5.1100, 3.1732, 0.6262], [-1.6075, 2.5890, 0.2000], [4.6741, -8.1269, 0.6944], [3.2316, -2.5062, -2.3139], [-6.1944, 5.9297, -2.3427], [-4.2312, 6.7238, -6.8350], [-3.6115, 3.7765, -1.0724], [6.7693, -5.8399, 5.9661], [-0.5319, 3.3743, -0.2195], [-5.0202, 7.9340, -6.7184], [3.7971, -2.0072, -1.0733], [1.9255, -3.1262, -2.2001], [-1.8829, 4.7953, 2.5356], [7.0534, -5.6511, 4.5540], [-6.3895, 5.2746, -1.0296], [-2.9785, 4.1790, 1.7110], [2.7206, 4.2333, 1.6548], [5.7349, -10.2186, 1.5138], [-8.2515, 3.2651, 3.4525], [-4.0369, 1.4658, 2.8669], [-2.7549, 2.8494, 0.9902], [4.2653, -8.7044, -0.5723], [4.5729, -4.6441, -2.7629], [0.8232, 3.1138, 0.4729], [-3.9901, 6.0688, -5.5624], [2.5643, -6.9241, 1.5197], [-0.7474, 4.8501, -0.5222], [-5.5239, 8.4525, -8.0567], [-3.5382, 3.5506, -2.2608], [-6.6200, 3.7847, -1.2155], [-2.0313, 7.8700, -7.4768], [-7.4868, 3.2062, 1.0906], [6.2376, -4.6012, 3.7848], [4.9220, -7.4218, 5.5192], [5.4004, -6.1982, 6.2824], [-2.7368, 1.7195, 2.0577], [2.9310, -9.4630, -0.6233], [1.2167, 4.0236, 1.6397], [4.8002, -9.0540, 1.8005], [0.9028, -2.2287, -1.5234], [-3.1399, 6.8116, -4.5220], [7.3317, -4.8530, 6.8684], [-6.3870, 2.9410, 0.0282], [6.7143, -3.4481, 6.8847], [-3.9710, 2.7396, -0.0300], [-3.0992, 6.7982, -7.7404], [4.0306, -6.8816, 1.0687], [4.1382, -3.2322, -3.1833], [-7.0628, 3.4695, 2.5200], [3.9926, -3.0092, 0.0715], [2.3833, -7.7080, 2.2557], [0.8376, -1.2627, -2.0261], [4.8594, -7.2278, 4.4483], [-6.9189, 6.6240, -2.4592], [4.6219, -6.4413, 1.8793], [4.8691, -3.6376, -0.0818], [2.8917, -10.0741, -1.5268], [1.8825, -7.0718, 0.6831], [3.2395, 3.2824, 1.6541], [6.9225, -6.6138, 4.0531], [6.9933, -2.8680, 6.0062], [-6.1924, 9.2987, -7.8948], [4.1218, -6.1834, 0.2317], [-4.9640, 5.8517, -5.1135], [3.9244, -7.7054, 5.8567], [-4.7119, 8.7991, -8.6963], [5.5893, -8.2699, 5.6778], [4.7524, -1.5298, -1.3042], [-5.5631, 5.4664, -0.3611], [7.2665, -5.2667, 7.8796], [4.6924, -5.3725, 6.1023], [5.8660, -10.8138, 2.4179], [1.5792, -3.3477, -3.2131], [6.5746, -3.5859, 3.9877], [-4.9410, 1.5130, 2.2769], [1.9554, -4.0912, -1.6664], [3.7253, -5.2579, -2.4546], [6.7145, -9.8606, 1.1953], [3.6580, -3.3014, -4.1644], [-3.7920, 4.0591, 2.4176], [6.3461, -4.7682, 2.7112], [-4.4804, 8.7475, -6.2053], [-3.3188, 4.9560, 1.0433], [5.3424, -10.8824, 0.7428], [-6.2891, 2.7900, 2.8383], [-5.8857, 7.6981, -6.0934], [7.0744, -2.9013, 7.7583], [-7.6560, 3.6512, -1.5105], [3.8276, -9.4533, 2.1331], [5.3531, -6.4137, 7.3530], [2.0748, -8.7910, -0.6528], [-1.1187, 5.0066, -1.5205], [0.7167, 4.9814, 1.6222], [-2.8173, 0.7648, -1.2095], [-8.0199, 3.5359, 4.4704], [-6.0761, 7.6778, -8.5894], [-1.2575, 4.1715, 3.1697], [-7.2546, 5.7015, -0.5318], [-2.4734, 8.8392, -7.2422], [4.1403, -2.4765, 1.0132], [-9.1081, 3.8206, 3.0911], [5.0553, -9.3836, -0.9020], [5.0288, -2.6173, -3.3369], [-1.4159, 8.0010, -8.3687], [3.1594, -1.1953, -0.7142], [3.1249, -3.6590, 0.1982], [5.6262, -3.4794, 6.9459], [-3.4866, 6.9470, -8.7511], [5.1728, -4.6596, 4.0164], [-8.5266, 2.2152, 3.4005], [8.4007, -4.7687, 6.6562], [1.5845, 3.2152, -0.2813], [2.2989, -5.9723, 1.9852], [5.0493, -5.1467, -3.6070], [-3.5386, 5.0925, -5.7545], [-8.1480, 3.9955, 0.7595], [-4.8672, 1.2924, -2.0203], [-6.0320, 3.4374, -2.0582], [-0.0819, -2.6971, -1.5541], [2.8089, -10.1336, 0.2281], [0.9459, 3.5462, 2.5743], [3.0234, 4.7672, 0.7592], [5.2986, -4.6258, -1.9507], [4.2547, -7.9041, -1.3165], [-1.3620, 7.5951, -6.6632], [-2.0810, 6.7979, -4.7761], [-6.5254, 1.9028, -0.2498], [-5.3512, 6.4847, -2.2680], [0.2065, 5.3575, -0.4697], [1.1433, -2.0531, -0.4744], [3.0333, 4.8068, 2.5158], [-8.0974, 2.3088, 1.1372], [8.1177, -5.4265, 4.4543], [5.2055, -8.4917, 2.6449], [-3.4537, 7.8486, -4.3947], [-2.6251, 5.8144, -7.7639], [-1.4191, 5.3558, 0.1509], [-3.2412, 6.3171, -3.5525]],
  "total_charge": 0,
  "lumo_ev": -0.24,
  "smiles": "CC[C@@H](I)[C@@](C)(I)O[C@](CC=O)(C(F)(F)C(F)F)[C@](N=C=O)(O[C@H](CCN)C[C@H](C)I)[PH2]=S.CCN(CC)CC.CCN(CC)CC.CCN(CC)CC.CCN(CC)CC",
  "homo_ha": -0.294,
  "orbital_gap_ev": 7.75
}

=====

| no. | energy (Eh) |
| --- | --- |
| 1 | -692.67318 |
| 2 | -818.55975 |
| 3 | -1132.36757 |
| 4 | -340.66851 |
| 5 | -2444.22057 |
| 6 | -195.23678 |
| 7 | -1099.01640 |
| 8 | -4314.56774 |